Entry from OMol25: a cluster of 2 separate species, C5H7N3O7 in total in a non-equilibrium geometry (ωB97M-V/def2-TZVPD).

Values from the calculation:
- E_HOMO (alpha / beta): -4.4 / -10.8 eV
- E: -885.5497 Eh
- Gap between HOMO and LUMO (alpha / beta): 4.869 / 9.534 eV
- ⟨S²⟩: 2.005
- Multiplicity: 3

CARTESIAN COORDINATES (ANGSTROEM)
C 1.311 2.356 1.409
C 1.873 0.448 -0.012
C -0.337 0.481 1.049
C -1.808 -0.981 -1.265
C 0.156 -1.270 -0.609
N 2.052 1.666 0.501
N 0.071 1.700 1.638
N 0.565 -0.061 0.167
O 1.665 3.405 1.897
O 2.763 -0.076 -0.643
O -1.428 0.047 1.355
O -2.056 0.341 -1.291
O -2.499 -1.572 -0.284
O 0.074 -2.233 0.341
O 0.778 -1.519 -1.766
H -1.779 -1.525 -2.086
H 2.847 2.161 0.151
H -0.592 1.905 2.374
H -2.168 0.744 -2.104
H -2.330 -1.113 0.568
H -0.707 -2.821 0.406
H 1.547 -2.083 -1.797

These are the Mulliken partial charges, in e, on atoms 1 to 2: atom 1 (C): 0.352, atom 2 (C): 0.520